Record 1
The following is a quantum chemistry calculation of a cluster of 11 separate species, C22H37Cl8N7 in total, from the Open Molecules 2025 dataset.

* structure (SMILES): ClCCCl.ClCCCl.ClCCCl.ClCCCl.CC#N.CC#N.CC#N.CC#N.CC#N.CC#N.CC#N
* E_HOMO: -10.388 eV
* relative energy (zero: lowest compared OMol25 entry of this formula, charge and spin): 16.1 kJ/mol
* lowest unoccupied orbital energy: -0.073 eV
* E: -134022.465 eV

```
74
Properties=species:S:1:pos:R:3:forces:R:3
Cl -5.89247 5.77832 26.00912 0.058 -0.510 0.097
Cl -15.84743 6.29579 21.05628 -0.107 0.143 0.176
Cl -4.76092 8.39057 22.70516 0.123 -1.009 0.622
Cl -13.09372 4.71507 20.08387 0.104 0.743 -0.769
Cl -13.83568 9.57737 17.75254 0.015 0.153 -0.833
Cl -7.49401 4.79114 17.62137 0.473 0.524 -0.203
Cl -10.95734 7.93762 18.13109 -0.032 0.386 -0.269
Cl -7.00581 5.57720 20.85552 0.601 0.525 -0.407
N -8.48908 7.77499 25.59846 -0.265 -0.832 0.523
N -11.41745 11.89762 26.55008 -1.120 -2.129 -0.726
N -8.33353 10.21047 20.30270 -0.120 -0.091 0.009
N -9.82163 4.53168 22.85485 1.067 -1.941 4.424
N -15.10053 6.05153 24.71329 1.995 -0.927 -1.244
N -13.36957 13.01836 19.72072 0.198 3.390 -2.019
N -11.75446 8.25655 22.39674 0.255 -0.195 -0.223
C -11.93863 10.91201 26.19767 0.431 0.838 0.279
C -9.55107 4.02636 23.89931 -0.705 0.888 -4.192
C -5.18510 6.87249 23.68318 -0.841 0.580 -0.319
C -7.52857 11.01139 20.46235 0.475 0.538 0.088
C -10.83218 7.76430 21.91033 -0.444 0.398 0.069
C -14.22985 5.56585 24.10221 -1.031 0.179 0.464
C -11.17747 9.71638 18.00372 -0.066 0.498 0.155
C -12.28482 10.15884 17.05955 0.538 -0.330 0.169
C -13.45255 10.73947 20.97983 0.152 1.042 -0.118
C -9.24425 3.24262 25.11902 -0.080 1.283 -0.178
C -8.31064 8.69094 24.94347 0.259 1.292 -1.181
C -8.05939 9.88882 24.12933 0.016 0.819 0.248
C -13.17015 4.85116 23.30865 -0.405 0.995 0.399
C -13.40065 12.04298 20.26948 -0.215 -3.906 2.502
C -6.45040 12.00617 20.62868 -0.613 0.067 -0.178
C -9.61809 7.17708 21.36070 -0.344 0.425 -0.075
C -13.92447 6.00753 19.12796 -0.137 0.594 0.045
C -5.19163 7.14586 25.14903 0.457 1.477 1.200
C -12.55408 9.63745 25.65500 0.982 1.266 0.144
C -6.02609 5.54194 18.32397 -0.284 0.386 1.617
C -14.64039 7.04052 19.99668 -0.039 -0.328 -0.469
C -6.34838 6.55043 19.45068 -0.366 -0.594 -0.012
H -13.61500 9.99925 20.19640 0.048 -0.227 0.562
H -5.76835 8.01659 25.46097 -0.445 -0.112 -0.560
H -13.46046 9.34196 26.18344 0.184 0.117 -0.047
H -13.59568 4.31738 22.45888 -0.257 -0.305 0.626
H -4.55204 6.01189 23.46707 0.081 0.402 -0.474
H -5.43583 7.07535 19.73321 0.073 -0.339 0.337
H -9.81601 6.13945 21.09191 0.297 0.124 0.274
H -6.70128 12.77306 21.36150 -0.064 -0.417 0.390
H -15.13641 7.75759 19.34254 -0.277 -0.295 -0.125
H -8.17035 3.13817 25.27375 -0.034 -0.101 -0.321
H -7.08971 7.32835 19.26802 -0.114 -0.306 -0.408
H -9.58303 3.90732 25.91369 -0.181 -0.424 0.410
H -13.25705 6.64150 18.54422 0.661 -0.585 0.083
H -12.73746 9.81160 24.59474 -0.274 -0.088 0.066
H -5.32005 6.00669 17.63576 -0.480 -0.265 -0.490
H -9.74772 2.27588 25.12282 -0.007 0.219 -0.026
H -5.54914 4.73161 18.87531 0.305 -0.032 -0.479
H -8.96549 10.45300 23.90843 -0.304 -0.456 -0.038
H -11.78501 8.86602 25.69425 -0.160 -0.111 0.204
H -10.22702 10.15543 17.70045 -0.012 -0.158 0.012
H -8.86901 7.31081 22.14114 0.136 -0.517 -0.128
H -12.50173 5.55879 22.81816 -0.076 0.310 0.315
H -12.53273 10.58752 21.54458 0.133 -0.200 -0.383
H -5.53365 11.47688 20.88854 0.023 0.278 -0.085
H -7.51486 9.74715 23.19578 -0.125 -0.583 0.117
H -12.31090 11.24533 16.97609 -0.129 -0.002 0.444
H -12.54419 4.25030 23.96837 -0.308 -0.189 -0.107
H -9.29620 7.73428 20.48091 -0.134 0.057 0.075
H -11.42413 10.06627 19.00613 0.215 -0.065 -0.030
H -6.36562 12.59679 19.71649 0.301 -0.402 -0.234
H -12.10253 9.80655 16.04429 -0.447 -0.449 0.126
H -4.23111 7.40009 25.59721 0.351 -0.606 -0.320
H -13.95111 7.66367 20.56648 0.172 -0.509 0.337
H -14.54154 5.47043 18.40765 -0.333 0.180 0.376
H -14.23036 10.74995 21.74337 -0.270 -0.062 -0.339
H -6.22152 6.69351 23.39701 0.255 -0.307 -0.225
H -7.48100 10.61195 24.70434 0.215 -0.212 0.251
```
Positions in Å, forces in eV/Å.

***

Record 2
The following is a quantum chemistry calculation of a structure of composition C22H37ClNPSn, from the Open Molecules 2025 dataset.

* E_HOMO: -7.451 eV
* lowest unoccupied orbital energy: -0.700 eV
* E: -52544.539 eV

```
63
Properties=species:S:1:pos:R:3:forces:R:3
Sn -0.06197 -0.92854 -1.78322 0.376 0.567 -0.268
Cl 0.14449 -3.19181 -1.36077 0.146 -1.361 0.490
P 0.02193 0.23946 1.23784 -0.304 0.194 -2.842
N -0.02501 0.36333 -0.32837 -0.136 -1.049 -0.827
C 1.52470 0.53652 -4.26913 1.205 -0.188 0.984
C -1.88263 0.61202 -3.62867 -0.671 -0.553 0.635
C 0.55997 2.95091 0.46292 0.107 -0.134 -0.032
C -2.24831 -1.48606 -2.68520 0.859 0.571 0.020
C -1.40539 -0.87790 1.85831 0.299 0.246 1.181
C 2.82216 0.67614 1.30942 -0.055 -0.055 0.139
C -1.66900 -1.66167 -3.99574 -0.192 0.641 0.008
C -0.01742 2.50079 2.86768 -0.164 0.791 0.167
C -1.01517 -2.36119 1.98859 -0.140 -0.275 0.022
C -0.30641 2.09933 1.42544 0.162 0.061 0.993
C -1.46732 -0.37983 -4.54756 -0.577 -0.357 -0.031
C 2.15359 -1.71815 1.24505 -0.044 -0.054 -0.192
C 1.74923 -0.32728 1.77116 -0.425 -0.035 1.137
C -1.79199 -0.37581 3.26524 -0.382 -0.211 0.134
C 2.27901 -0.43558 -2.30590 -1.207 0.228 -0.750
C 1.62687 -0.86613 -4.49286 0.980 0.025 0.998
C 1.94675 0.83336 -2.95261 -0.099 -0.969 -0.665
C 1.74589 -0.40980 3.31164 0.395 -0.009 0.098
C 2.10296 -1.49058 -3.31459 -0.348 0.978 -0.761
C -2.64727 -0.83877 0.95152 0.180 0.091 -0.166
C -2.38055 -0.04732 -2.46425 0.126 0.298 -0.973
C -1.76419 2.40928 1.03852 -0.017 0.056 0.172
H -2.93952 0.39861 -1.63871 0.516 -0.106 -0.263
H 1.27103 1.27008 -5.01596 -0.251 0.035 0.003
H 2.25980 -1.76561 0.15579 -0.229 0.053 0.243
H 2.79969 0.83395 0.22439 -0.072 0.060 0.305
H -0.20341 -2.54591 2.70166 -0.125 0.084 -0.281
H 1.63309 2.82988 0.62388 -0.209 0.042 -0.023
H -2.22724 0.63192 3.22671 0.208 -0.289 0.123
H -1.91496 3.49618 1.11621 0.127 -0.195 -0.027
H -0.31176 3.55813 2.99164 0.098 -0.327 0.219
H 3.15212 -1.93424 1.65212 -0.184 0.079 0.004
H -1.96544 2.11233 0.00216 0.068 -0.026 0.276
H 1.05954 2.43407 3.07866 -0.348 0.040 0.047
H 1.06768 -1.19957 3.66394 0.252 0.244 -0.031
H -2.45329 -1.31897 -0.01223 0.063 0.203 0.112
H 3.80534 0.26360 1.58139 -0.219 0.005 -0.103
H -1.88883 -2.89448 2.39425 0.092 0.200 -0.040
H -0.81145 -2.83907 1.02053 0.221 0.258 0.324
H 2.74169 1.63342 1.83279 -0.040 -0.109 -0.169
H 1.45191 0.54673 3.76826 0.183 -0.415 -0.016
H -2.49320 1.95465 1.71241 0.045 0.005 -0.118
H -0.92599 -0.38870 3.94731 -0.443 0.066 -0.149
H 2.76798 -0.66911 3.64016 -0.372 0.129 0.069
H 0.31910 4.01322 0.61601 -0.025 -0.227 0.227
H 2.09253 1.80756 -2.48363 -0.314 -0.333 -0.216
H 2.85854 -0.54503 -1.38840 -0.338 0.030 -0.325
H -0.58149 1.88021 3.58019 0.304 0.389 -0.115
H 1.49182 -2.52685 1.56920 0.140 0.256 -0.179
H -3.03529 0.16818 0.78114 0.098 -0.235 -0.017
H 2.39748 -2.52768 -3.15784 -0.325 0.325 -0.156
H -2.57414 -1.04242 3.67266 0.334 0.207 -0.040
H -1.89624 1.69351 -3.78008 0.186 -0.471 0.056
H 0.34625 2.73176 -0.58631 -0.003 -0.171 0.249
H -3.43878 -1.43919 1.42358 0.208 0.177 0.076
H -2.69484 -2.26141 -2.06137 0.267 0.225 -0.225
H 1.46270 -1.36867 -5.43008 -0.272 -0.075 -0.031
H -1.12358 -0.18694 -5.55914 0.179 -0.047 0.327
H -1.49370 -2.62885 -4.46777 0.105 0.413 0.189
```
Positions in Å, forces in eV/Å.

***

Record 3
The following is a quantum chemistry calculation of a cluster of 6 separate species, C22H37ClO20PS2 in total, from the Open Molecules 2025 dataset.

* E_HOMO: -2.145 eV
* charge: -1
* lowest unoccupied orbital energy: 1.983 eV
* E: -107840.286 eV

```
83
Properties=species:S:1:pos:R:3:forces:R:3
Cl -4.24130 -0.24412 -2.97327 0.555 -0.042 -0.141
S 0.87424 -2.11270 2.90813 1.930 -5.059 -2.183
S -2.53056 -0.18575 -1.74014 0.513 0.437 4.187
P 1.54228 -1.04719 1.07589 1.474 0.220 -0.365
O 2.17788 5.24672 4.30970 0.212 0.483 -0.381
O -1.95729 0.79509 4.37895 0.112 0.272 -0.291
O -2.76379 -1.19900 -0.70627 0.254 0.692 -2.462
O 4.92641 -1.87536 -1.10061 0.454 0.268 -0.591
O -7.40324 -3.15820 -3.15204 0.349 -0.235 -0.184
O 6.71802 -0.28869 2.27682 0.000 -0.215 -0.056
O -10.76027 2.15034 -2.37886 0.336 -0.188 -0.045
O -2.45822 1.15868 -1.16642 0.042 -1.338 -1.992
O -0.35704 -0.77992 3.96404 -3.111 4.617 3.384
O 5.70427 -2.29787 2.34654 0.296 0.421 0.107
O -8.51747 2.30644 -2.60906 -0.560 -0.337 -0.025
O 4.47513 -0.41839 2.54467 0.799 0.201 0.284
O -6.08609 -3.24249 -4.98556 -0.180 -0.124 0.359
O 1.93791 6.95072 2.84487 0.232 -0.268 0.176
O -5.89604 -4.80992 -3.37143 -0.335 0.393 -0.188
O 0.11830 1.42401 3.76667 -0.306 0.008 0.281
O 6.47527 -0.71518 -2.27003 -0.301 0.032 -0.055
O -9.49367 0.28369 -2.53074 -0.081 0.585 0.072
O 4.33399 -0.72982 -2.95708 0.507 -0.171 0.081
O 3.85472 5.75546 2.90249 -0.502 0.110 0.183
C 5.52440 -0.94957 2.40432 -1.100 0.075 0.015
C -1.07675 -0.62685 -2.77686 0.546 -1.201 -1.196
C -8.13502 0.06886 -2.90547 0.334 -0.635 -0.205
C -9.69330 1.63049 -2.49543 -0.392 0.239 0.056
C 2.14483 -0.06122 -0.44875 0.249 1.099 -0.763
C 7.74712 -1.26400 2.35602 0.544 0.179 0.036
C -6.39814 -4.88909 -2.04116 0.287 -0.375 0.569
C 5.21372 -1.17494 -2.01954 -0.398 -0.631 0.793
C 4.37613 4.81404 3.83484 0.672 -0.233 0.046
C -0.69302 2.58658 3.72647 0.240 0.599 -0.306
C 0.17654 -1.14954 -1.89624 -1.237 1.151 -0.286
C -7.67253 -4.09675 -2.11586 -0.524 -0.005 0.458
C -0.69817 0.36799 4.03235 0.282 -1.232 0.060
C -7.46903 1.34736 -2.49817 0.784 0.192 0.131
C -6.42717 -3.69416 -3.93782 0.320 0.184 -0.556
C 2.59325 6.06924 3.30785 -0.325 0.350 -0.234
C 3.13714 4.20071 4.41726 -0.065 -0.896 0.333
C -1.88551 2.20387 4.55699 -0.486 0.168 0.165
C 7.04612 -2.52919 1.94430 0.105 -0.587 -0.249
C 5.00776 0.24730 -3.73901 -0.348 0.422 -0.370
C 6.45532 -0.11542 -3.55865 0.526 0.173 -0.291
C 1.07840 0.11705 -1.61265 1.230 -0.159 -0.308
H 0.68182 -1.93783 -2.53774 -0.495 0.992 0.897
H 1.79293 0.12809 1.91928 -0.315 -0.046 0.320
H 4.77208 1.23936 -3.34421 0.023 -0.052 0.027
H 8.57468 -1.00969 1.69265 -0.126 0.144 0.011
H 5.00997 4.08126 3.33599 -0.094 0.142 -0.130
H -0.78451 0.21625 -3.47302 -0.639 -0.652 1.054
H 7.45234 -3.41183 2.43973 -0.201 0.017 0.043
H 1.36001 -2.27613 0.31989 -0.317 -0.033 -0.484
H 7.11152 0.75457 -3.59234 0.021 -0.108 0.173
H -8.53076 -4.70841 -2.40729 0.051 0.021 -0.025
H 0.46955 1.06466 -1.45177 0.391 -1.398 -0.003
H 6.79836 -0.84771 -4.29535 -0.047 0.008 0.018
H -2.80296 2.68673 4.21802 -0.014 -0.179 0.007
H -0.27675 -1.62262 -0.98374 0.862 0.427 -0.749
H 2.78665 3.33936 3.84213 0.039 0.027 0.017
H -0.95912 2.79633 2.68642 -0.029 -0.027 0.035
H -0.15866 3.44519 4.13598 0.117 -0.121 -0.048
H -5.66727 -4.44453 -1.36074 -0.037 0.018 -0.056
H 1.67198 0.30999 -2.57226 -0.850 -0.138 0.875
H 4.69079 0.19631 -4.78089 -0.124 -0.119 0.127
H 8.11683 -1.30636 3.38517 -0.027 -0.032 -0.014
H 2.38397 0.99164 -0.07305 -0.254 -1.180 -0.382
H -7.11946 1.32505 -1.46270 -0.014 0.001 -0.051
H -7.72133 -0.79713 -2.39174 -0.206 0.026 -0.040
H 2.90447 -1.47699 1.34829 -0.387 -0.047 -0.240
H -1.40193 -1.49461 -3.42662 -0.119 1.020 0.763
H 3.26883 3.90213 5.45706 -0.173 0.117 -0.037
H 3.14161 -0.47997 -0.80878 -1.633 0.328 0.329
H 0.15649 -0.61948 0.87800 -0.203 0.096 -0.226
H 4.97090 5.34775 4.58186 -0.056 0.026 -0.024
H -8.08813 -0.10293 -3.98402 -0.011 -0.009 0.052
H -1.74253 2.42043 5.62038 0.042 0.002 -0.024
H -6.56713 -5.92583 -1.75081 0.108 0.022 -0.195
H -7.90276 -3.58747 -1.18004 0.014 0.133 -0.167
H -6.63404 1.60736 -3.14761 -0.138 0.162 0.057
H 7.06805 -2.68696 0.86228 -0.032 0.070 0.025
H 0.14799 -3.18532 2.38949 0.941 0.700 0.009
```
Positions in Å, forces in eV/Å.

***

Number 1: maximum force 0.0962 Eh/bohr. Number 2: maximum force 0.0557 Eh/bohr. Number 3: maximum force 0.1267 Eh/bohr.